No. 1
Density functional theory data (ωB97M-V with the def2-TZVPD basis set) for a single C2H3N5O molecule in a non-equilibrium geometry.

- largest force on an atom (eV/Å) = 6.42
- gap between HOMO and LUMO (eV) = 10.7
- total energy (eV) = -11615.698
- HOMO (eV) = -10.60
- SMILES string = O/N=C\n1cnnn1
- energy above the lowest of the compared OMol25 structures with the same formula, charge and spin (kcal per mole) = 118.3

The geometry in ORCA input format:
```
! RIJCOSX wB97M-V def2-TZVPD def2/J DEFGRID3
* xyz 0 1
O -0.78 -1.68 0.60
N -0.36 -1.79 -0.67
C 0.13 -0.68 -1.20
N 0.17 0.59 -0.36
C -0.05 0.74 0.97
N 0.41 1.97 1.30
N 0.92 2.46 0.17
N 0.68 1.66 -0.80
H -0.70 -2.81 0.76
H 0.17 -0.50 -2.26
H -0.58 0.04 1.49
*
```



No. 2
Density functional theory data (ωB97M-V with the def2-TZVPD basis set) for a single C5H8F5OP molecule in a non-equilibrium geometry.

- largest force on an atom (eV/Å) = 5.29
- gap between HOMO and LUMO (eV) = 10.7
- total energy (eV) = -30238.414
- HOMO (eV) = -10.01
- SMILES string = CC[P@](C)(=O)C(F)(F)C(F)(F)F
- energy above the lowest of the compared OMol25 structures with the same formula, charge and spin (kcal per mole) = 0.0

The geometry in ORCA input format:
```
! RIJCOSX wB97M-V def2-TZVPD def2/J DEFGRID3
* xyz 0 1
C 1.64 -0.53 0.14
C 0.38 -0.42 0.94
P -0.63 0.94 0.44
C -0.78 1.36 -1.41
O -0.38 2.11 1.22
C -2.61 0.49 0.64
F -3.18 1.64 0.44
F -2.59 0.03 1.90
C -3.06 -0.63 -0.33
F -1.94 -1.25 -0.77
F -3.94 -1.51 0.20
F -3.70 -0.08 -1.39
H 1.47 -0.93 -0.89
H 2.14 0.42 0.18
H 2.28 -1.28 0.76
H 0.49 -0.19 1.96
H -0.16 -1.32 0.75
H -1.39 2.27 -1.41
H 0.14 1.56 -2.00
H -1.33 0.50 -1.88
*
```



No. 3
Density functional theory data (ωB97M-V with the def2-TZVPD basis set) for a molecular structure, C29H78AgN6O10 in a non-equilibrium geometry.

- largest force on an atom (eV/Å) = 3.28
- <S²> = 0.754
- gap between HOMO and LUMO (alpha / beta) (eV) = 3.0 / 3.1
- total energy (eV) = -64739.836
- HOMO (alpha / beta) (eV) = -6.18 / -6.21

The geometry in ORCA input format:
```
! RIJCOSX wB97M-V def2-TZVPD def2/J DEFGRID3
* xyz 0 2
Ag -3.61 0.06 4.20
C 0.84 0.21 0.45
O -0.31 0.18 1.25
H 1.59 -0.57 0.59
H 0.66 0.10 -0.62
H 1.23 1.22 0.57
C -5.57 -2.38 -1.15
C -6.34 -2.40 0.13
O -7.28 -3.19 0.30
O -5.96 -1.76 1.12
H -5.96 -1.56 -1.76
H -5.61 -3.32 -1.70
H -4.53 -2.22 -0.84
C 6.46 0.73 4.97
C 6.72 1.60 6.20
C 6.76 0.85 7.49
O 5.57 0.03 7.65
C 5.39 -0.40 8.95
N 7.88 2.40 6.01
H 5.43 0.38 5.00
H 7.10 -0.15 4.97
H 6.63 1.28 4.05
H 5.83 2.18 6.45
H 6.80 1.63 8.25
H 7.67 0.26 7.54
H 5.14 0.40 9.65
H 6.31 -0.82 9.37
H 4.64 -1.19 9.03
H 7.78 2.85 5.11
H 8.63 1.79 5.71
C 5.01 3.81 -8.69
C 5.13 5.31 -8.27
C 5.20 5.55 -6.77
O 4.14 5.02 -6.01
C 4.29 5.06 -4.58
N 6.27 5.87 -9.02
H 4.99 3.81 -9.78
H 4.14 3.34 -8.24
H 5.90 3.25 -8.41
H 4.15 5.72 -8.52
H 5.27 6.63 -6.67
H 6.20 5.26 -6.45
H 4.45 6.06 -4.18
H 5.19 4.53 -4.27
H 3.43 4.66 -4.06
H 6.12 5.73 -10.01
H 6.18 6.87 -8.91
C -4.45 -3.96 -7.63
C -4.11 -2.48 -7.54
C -2.65 -2.17 -8.02
O -1.71 -2.95 -7.31
C -1.49 -2.47 -5.96
N -5.03 -1.63 -8.31
H -4.02 -4.40 -8.53
H -5.53 -4.14 -7.68
H -4.01 -4.42 -6.75
H -4.19 -2.11 -6.52
H -2.44 -1.10 -7.96
H -2.59 -2.43 -9.08
H -2.29 -2.82 -5.31
H -1.47 -1.38 -5.91
H -0.54 -2.87 -5.60
H -5.89 -1.41 -7.84
H -4.66 -0.73 -8.58
C -3.15 6.03 5.02
C -2.58 4.59 4.98
C -2.21 4.03 6.41
O -1.61 2.70 6.28
C -0.20 2.71 6.27
N -3.73 3.83 4.63
H -3.57 6.25 4.03
H -2.29 6.66 5.22
H -3.93 6.12 5.77
H -1.77 4.58 4.26
H -3.06 3.92 7.08
H -1.57 4.73 6.94
H 0.14 3.32 7.10
H 0.15 3.02 5.29
H 0.03 1.68 6.54
H -4.09 4.17 3.75
H -4.50 4.00 5.27
C -0.58 -8.07 -0.14
C -1.74 -7.68 0.73
C -2.09 -8.80 1.78
O -0.96 -9.40 2.42
C -1.39 -10.29 3.41
N -1.31 -6.47 1.47
H -0.86 -8.94 -0.73
H 0.31 -8.32 0.43
H -0.33 -7.25 -0.82
H -2.59 -7.46 0.08
H -2.62 -9.59 1.26
H -2.71 -8.39 2.58
H -0.59 -10.98 3.70
H -2.31 -10.78 3.10
H -1.64 -9.70 4.29
H -1.13 -5.76 0.78
H -0.41 -6.68 1.88
C -4.02 3.47 -3.54
C -4.24 4.46 -2.42
C -5.35 4.00 -1.47
O -5.58 4.98 -0.45
C -6.41 6.07 -0.83
N -3.00 4.59 -1.68
H -3.15 3.74 -4.13
H -4.91 3.48 -4.18
H -4.01 2.44 -3.20
H -4.51 5.43 -2.83
H -4.97 3.07 -1.04
H -6.29 3.79 -1.97
H -6.16 6.52 -1.80
H -6.48 6.84 -0.06
H -7.44 5.73 -0.89
H -2.81 3.71 -1.23
H -3.26 5.22 -0.94
C 4.56 -4.92 3.67
C 5.53 -5.08 4.82
O 5.19 -6.26 5.56
H 4.40 -5.88 3.20
H 4.99 -4.21 2.96
H 3.61 -4.54 4.05
H 5.54 -4.25 5.52
H 6.52 -5.17 4.39
H 4.27 -6.24 5.84
*
```



No. 4
Density functional theory data (ωB97M-V with the def2-TZVPD basis set) for 2 unconnected molecules or ions with the total composition C5H12O2.

- largest force on an atom (eV/Å) = 0.35
- gap between HOMO and LUMO (alpha / beta) (eV) = 7.9 / 7.9
- total energy (eV) = -9469.263
- HOMO (alpha / beta) (eV) = -7.76 / -7.76
- energy above the lowest of the compared OMol25 structures with the same formula, charge and spin (kcal per mole) = 135.4

The geometry in ORCA input format:
```
! RIJCOSX wB97M-V def2-TZVPD def2/J DEFGRID3
* xyz 0 1
C -0.84 0.75 -0.82
C -0.93 1.93 0.11
O 0.31 2.18 0.77
C 0.78 1.03 1.38
C 1.11 -0.08 0.43
O -0.31 -1.59 0.23
C 0.06 -2.51 -0.78
H -0.67 -0.70 -0.21
H -0.25 0.98 -1.72
H -1.84 0.44 -1.14
H -1.71 1.75 0.87
H -1.17 2.88 -0.38
H 1.73 1.30 1.87
H 0.10 0.65 2.16
H 1.54 0.20 -0.52
H 1.60 -0.92 0.90
H 0.96 -3.05 -0.47
H 0.26 -1.98 -1.73
H -0.74 -3.24 -0.94
*
```



No. 5
Density functional theory data (ωB97M-V with the def2-TZVPD basis set) for a molecular structure, C9H13F9InO9P2S in a non-equilibrium geometry.

- largest force on an atom (eV/Å) = 5.63
- gap between HOMO and LUMO (eV) = 7.7
- total energy (eV) = -87017.068
- HOMO (eV) = -5.35

The geometry in ORCA input format:
```
! RIJCOSX wB97M-V def2-TZVPD def2/J DEFGRID3
* xyz -1 1
C 3.31 3.51 -0.06
P 1.66 2.87 -0.83
C 1.86 3.21 -2.70
In 1.93 0.32 -0.64
O 3.12 0.04 1.09
P 3.26 -0.56 -2.61
O 4.71 -0.08 -2.46
O 2.52 -0.01 -4.07
O 3.27 -2.30 -2.56
S -0.25 -0.86 -0.23
O -0.56 -2.00 -1.18
O -0.16 -1.48 1.17
C -1.68 0.39 -0.09
F -1.15 1.48 0.63
F -2.66 -0.28 0.70
C -2.23 0.78 -1.54
F -1.12 0.62 -2.44
F -3.18 -0.18 -1.93
C -2.71 2.29 -1.71
F -1.64 3.20 -1.90
F -3.46 2.35 -2.92
C -3.68 2.83 -0.57
F -3.02 3.64 0.38
F -4.60 3.71 -1.21
F -4.47 1.85 0.03
H 3.11 4.42 0.59
H 4.04 3.82 -0.88
H 3.84 2.67 0.52
H 1.05 2.59 -3.23
H 2.92 2.88 -2.98
H 1.70 4.34 -2.88
H 2.75 0.72 1.70
H 1.63 0.30 -3.76
H 2.64 -2.48 -1.83
C -0.73 -4.34 3.24
C -2.02 -3.86 3.83
O -2.26 -4.79 4.88
C -1.05 -5.31 5.23
O -0.87 -6.00 6.19
O -0.08 -4.95 4.35
H -0.13 -3.52 2.84
H -0.87 -5.08 2.46
H -1.94 -2.86 4.26
H -2.84 -3.87 3.11
*
```



No. 6
Density functional theory data (ωB97M-V with the def2-TZVPD basis set) for 2 unconnected molecules or ions with the total composition C4H12S2 in a non-equilibrium geometry.

- largest force on an atom (eV/Å) = 4.63
- <S²> = 0.751
- gap between HOMO and LUMO (alpha / beta) (eV) = 1.9 / 7.6
- total energy (eV) = -26010.687
- HOMO (alpha / beta) (eV) = 0.89 / -4.83
- energy above the lowest of the compared OMol25 structures with the same formula, charge and spin (kcal per mole) = 45.3

The geometry in ORCA input format:
```
! RIJCOSX wB97M-V def2-TZVPD def2/J DEFGRID3
* xyz -1 2
C 0.84 1.90 1.73
C 0.45 0.41 2.12
S 2.59 2.10 1.40
H 0.30 2.19 0.81
H 0.52 2.66 2.40
H 0.75 -0.37 1.31
H 3.08 0.79 1.50
H -0.59 0.29 2.27
H 0.95 0.25 2.99
C -1.42 -1.28 -1.67
C -0.66 -0.33 -2.51
S -0.43 -2.59 -0.88
H -1.97 -0.84 -0.93
H -2.01 -1.98 -2.34
H 0.39 -0.60 -2.66
H -1.41 -3.06 0.04
H -0.49 0.67 -1.99
H -0.88 -0.22 -3.61
*
```